{
  "formula": "C26H30N4O4",
  "method": "ωB97M-V with the def2-TZVPD basis set",
  "homo_lumo_gap_ev": 9.0,
  "de_lowest_kcal_mol": 515.1,
  "total_energy_ev": -41580.0977,
  "lumo_energy_ev": 0.36,
  "elements": ["C", "H", "H", "H", "C", "C", "H", "H", "H", "C", "C", "N", "C", "O", "C", "C", "N", "C", "N", "H", "H", "C", "O", "N", "C", "H", "H", "H", "C", "C", "C", "C", "C", "C", "C", "H", "H", "H", "H", "H", "H", "H", "H", "C", "O", "O", "C", "C", "C", "C", "C", "C", "C", "H", "H", "H", "H", "H", "H", "H", "H", "H", "H", "H"],
  "xyz": [[-4.76909, 0.82374, -4.19566], [-5.63200, 0.09028, -3.88577], [-4.70968, 0.44359, -5.23769], [-5.13935, 1.75998, -4.22865], [-3.41195, 0.55137, -3.63698], [-2.82267, -0.74054, -3.56342], [-1.82516, -0.71964, -3.03470], [-2.74078, -1.20516, -4.60752], [-3.54181, -1.62942, -3.09236], [-3.73569, 1.00835, -2.00440], [-2.45221, 0.97357, -0.88538], [-1.94069, -0.40055, -0.58614], [-0.72177, -0.52342, -0.48662], [0.14987, 0.22101, -0.42887], [-0.60926, -1.89732, 0.37542], [0.55283, -2.33167, 1.00099], [-0.02888, -3.37322, 1.55000], [-1.32766, -3.36262, 1.56185], [-1.88596, -2.54755, 0.87291], [-2.01624, -4.09349, 2.11475], [0.58954, -4.20519, 2.18375], [2.02924, -2.13633, 1.23297], [2.45504, -2.43638, 2.26077], [2.66977, -1.71736, 0.09912], [2.06613, -2.07382, -1.34461], [1.09455, -2.37925, -1.44890], [1.90593, -0.66622, -1.82371], [2.76271, -2.29296, -1.95118], [4.09889, -1.36348, 0.15318], [4.25157, 0.07840, -0.13135], [5.50069, 0.30723, -0.48408], [5.85299, 1.64209, -0.81585], [4.79090, 2.69523, -0.47413], [3.62747, 2.32990, -0.20320], [3.34617, 0.98197, 0.06319], [2.22364, 0.59272, 0.61024], [2.77962, 2.87242, 0.00186], [5.03259, 3.96637, -0.52094], [6.80100, 2.04118, -1.02405], [6.38259, -0.32179, -0.55694], [4.56220, -1.89111, -0.57621], [4.40693, -1.56190, 1.34790], [-2.61910, -0.84786, -0.26848], [-2.64023, 1.85720, 0.15574], [-3.64412, 1.56811, 0.93413], [-1.75928, 2.43513, 0.54916], [-1.55136, 2.81914, 1.94770], [-0.93745, 1.66030, 2.57924], [0.49804, 1.30564, 2.76982], [1.25044, 0.31450, 3.39061], [0.32519, -0.77835, 3.79838], [-1.05181, -0.68013, 3.75449], [-1.81381, 0.40823, 3.17517], [-2.74658, 0.71230, 3.12932], [-1.73684, -1.27440, 4.10210], [0.76656, -1.45029, 4.36513], [2.25511, 0.19052, 3.21777], [1.22472, 2.27258, 2.39143], [-0.92041, 3.59287, 2.16859], [-2.63694, 3.20274, 2.54723], [-1.66150, 1.49473, -1.69977], [-4.46574, 0.37883, -1.48066], [-4.22178, 1.92302, -1.96984], [-2.53513, 1.38619, -3.75682]]
}



{
  "formula": "C26H30N6O5S",
  "method": "ωB97M-V with the def2-TZVPD basis set",
  "homo_lumo_gap_ev": 8.2,
  "de_lowest_kcal_mol": 0.0,
  "total_energy_ev": -57464.1565,
  "lumo_energy_ev": -0.22,
  "elements": ["C", "C", "O", "C", "C", "C", "C", "C", "C", "H", "H", "C", "N", "C", "O", "C", "C", "N", "H", "H", "C", "N", "S", "C", "O", "N", "H", "H", "C", "C", "C", "C", "C", "N", "C", "H", "H", "H", "H", "H", "H", "C", "O", "N", "H", "C", "H", "H", "C", "C", "H", "C", "H", "C", "H", "O", "H", "H", "H", "H", "H", "H", "H", "H", "H", "H", "H", "H"],
  "xyz": [[-4.71507, 1.18055, -5.16953], [-3.93822, 2.49305, -5.15949], [-3.65503, 2.93710, -3.84509], [-2.67632, 2.34009, -3.12573], [-1.73879, 1.43406, -3.61375], [-0.77691, 0.91131, -2.76965], [-0.73235, 1.24899, -1.42499], [-1.65379, 2.17547, -0.94547], [-2.60648, 2.71414, -1.78098], [-3.32145, 3.43384, -1.41494], [-1.62624, 2.48413, 0.08912], [0.29899, 0.61102, -0.52205], [-0.20881, -0.56954, 0.15884], [0.57646, -1.45624, 0.83628], [0.05454, -2.40152, 1.43610], [2.02120, -1.30852, 0.89365], [2.81564, -2.15895, 1.68233], [2.39079, -3.14000, 2.48249], [1.41274, -3.38871, 2.44176], [3.09722, -3.69737, 2.94331], [4.19413, -1.80364, 1.54225], [4.43433, -0.80175, 0.72275], [3.08987, -0.19627, 0.07726], [5.28727, -2.49999, 2.24673], [5.08628, -3.42746, 3.01641], [6.51303, -2.01973, 1.96561], [7.32304, -2.43217, 2.39555], [6.60670, -1.25340, 1.32138], [-1.63645, -0.84913, 0.11990], [-2.07680, -1.35240, -1.22674], [-1.33897, -2.31647, -1.90416], [-1.76443, -2.74107, -3.15077], [-2.91740, -2.17970, -3.67616], [-3.63796, -1.27539, -3.03392], [-3.23124, -0.87998, -1.84225], [-3.85291, -0.13743, -1.35872], [-3.28803, -2.46483, -4.65211], [-1.21352, -3.48739, -3.70195], [-0.44429, -2.72611, -1.45705], [-2.20436, 0.04365, 0.39113], [-1.81328, -1.62830, 0.87080], [0.81911, 1.68755, 0.45197], [1.62460, 2.52093, 0.09508], [0.27056, 1.65128, 1.67824], [-0.33383, 0.89144, 1.95560], [0.63477, 2.55828, 2.73826], [1.41302, 3.22261, 2.35826], [-0.24205, 3.14824, 3.02504], [1.13704, 1.78231, 3.96327], [2.47011, 1.06288, 3.73771], [3.32037, 1.68868, 3.99673], [2.33007, -0.16616, 4.63107], [2.94818, -1.00236, 4.31456], [0.83788, -0.46911, 4.50561], [0.41714, -0.92904, 5.40279], [0.18562, 0.77782, 4.30165], [0.63990, -1.12767, 3.65070], [2.57762, 0.08925, 5.66204], [2.55734, 0.77010, 2.69112], [1.21702, 2.48285, 4.80848], [1.14200, 0.32365, -1.16450], [-0.05645, 0.21193, -3.16944], [-1.74480, 1.12324, -4.64595], [-4.54587, 3.29473, -5.58893], [-3.01668, 2.41126, -5.74793], [-5.67814, 1.31918, -4.68533], [-4.17807, 0.40295, -4.62993], [-4.87959, 0.85927, -6.19431]]
}



{
  "formula": "C26H31AsAuN5O3S",
  "method": "ωB97M-V with the def2-TZVPD basis set",
  "homo_lumo_gap_ev": 6.4,
  "de_lowest_kcal_mol": 0.0,
  "total_energy_ev": -116411.6043,
  "charge": 2,
  "lumo_energy_ev": -7.23,
  "elements": ["Au", "C", "N", "C", "C", "N", "C", "C", "C", "C", "C", "C", "N", "C", "N", "C", "C", "C", "C", "C", "C", "N", "H", "H", "H", "H", "H", "H", "H", "H", "H", "H", "H", "H", "H", "H", "H", "C", "As", "C", "C", "H", "H", "H", "H", "H", "H", "H", "H", "H", "C", "C", "C", "C", "C", "C", "C", "S", "O", "O", "O", "H", "H", "H", "H", "H", "H", "H"],
  "xyz": [[0.08113, -0.13812, -0.48896], [-1.95284, 0.37727, 1.82823], [-1.72164, -0.51345, 0.66293], [-2.79921, -0.42681, -0.35574], [-2.48943, 0.79365, -1.16514], [-1.23334, 1.20794, -1.28063], [-1.25034, 2.40598, -1.99452], [-0.24309, 3.31403, -2.30272], [-0.61066, 4.44516, -3.00033], [-1.94453, 4.67996, -3.37458], [-2.95570, 3.80520, -3.03799], [-2.57842, 2.66912, -2.33157], [-3.32698, 1.62813, -1.78380], [-0.68070, 0.95201, 2.36476], [0.34838, 1.25587, 1.62153], [1.26225, 1.85773, 2.48299], [2.52507, 2.39214, 2.23140], [3.21099, 2.93710, 3.29505], [2.66190, 2.95826, 4.58886], [1.41086, 2.44251, 4.85344], [0.72809, 1.89574, 3.77197], [-0.52345, 1.30639, 3.65991], [-2.48354, -0.18077, 2.60166], [-2.59948, 1.19910, 1.51110], [-1.61466, -1.48240, 0.99684], [-3.78911, -0.37457, 0.10173], [-2.75408, -1.32420, -0.97756], [0.77302, 3.16108, -1.96547], [0.13940, 5.18221, -3.25185], [-2.18579, 5.58031, -3.92207], [-3.98610, 4.00124, -3.30102], [-4.33062, 1.53307, -1.81974], [2.94289, 2.39693, 1.23312], [4.19124, 3.36541, 3.13684], [3.23393, 3.39659, 5.39482], [0.98898, 2.46689, 5.84889], [-1.18446, 1.16331, 4.40575], [3.56766, -0.24456, -0.93120], [1.96747, -0.20948, -1.98837], [2.19480, 1.20452, -3.26824], [1.85962, -1.84305, -2.98742], [4.41409, -0.30207, -1.61583], [3.54219, -1.11339, -0.28024], [3.63507, 0.66334, -0.33659], [2.99391, 0.87651, -3.93440], [2.50370, 2.11847, -2.76841], [1.28564, 1.37198, -3.84083], [2.59588, -1.78645, -3.78884], [0.86081, -1.97092, -3.39574], [2.08455, -2.67038, -2.32044], [4.42751, -7.32970, 0.90351], [3.42289, -6.23050, 0.72536], [2.72208, -6.09573, -0.47257], [1.76775, -5.10667, -0.63605], [1.51627, -4.24353, 0.42317], [2.19396, -4.35522, 1.63374], [3.14611, -5.34590, 1.77056], [0.30487, -3.01292, 0.23463], [-0.54798, -2.94113, 1.40085], [-0.35929, -3.13574, -1.04010], [1.15933, -1.69223, 0.21621], [4.90722, -7.58539, -0.03974], [3.93341, -8.22915, 1.27655], [5.19565, -7.05319, 1.62350], [2.91785, -6.78408, -1.28488], [1.20196, -5.02287, -1.55381], [1.96889, -3.68683, 2.45444], [3.67988, -5.44623, 2.70686]]
}